1.
103
Properties=species:S:1:pos:R:3:lowdin_charge:R:1 method="wB97M-V/def2-TZVPD" total_charge=+1 orbital_gap_ev=6.4 lumo_ev=-2.223 relative_energy_kcal_mol=9.9 homo_energy_ev=-8.6
P 0.66200 -1.51764 -2.61053 0.880
H 3.21284 2.21693 -1.57547 0.119
H 1.24710 -1.77679 -4.93528 0.078
H 0.20719 -4.35343 2.76890 0.069
H 6.39186 -1.16890 -0.25756 0.090
H 2.51984 -4.44530 -0.16824 0.061
H -4.03178 0.27669 -2.15648 0.028
C 4.96544 0.41932 -0.52870 -0.383
H 0.85127 3.47891 3.22732 0.092
C -0.27873 0.19386 3.74571 -0.289
H 2.42091 -3.07870 -2.13744 0.065
C 3.05102 2.07134 -0.51289 -0.058
C 2.05699 2.80155 0.12372 -0.064
H 1.55302 -5.18155 -3.22175 0.080
H 4.22452 0.36825 2.15462 0.112
H -4.98909 0.07169 1.74287 0.098
H -3.93977 3.53258 2.51285 0.067
H 1.80100 -3.90873 -4.40382 0.068
H -3.71834 1.98311 -2.55320 0.025
H -3.47724 2.93497 -0.38734 0.032
H 3.18786 -2.15583 2.76439 0.061
H 0.17633 1.17219 3.60908 -0.013
C -1.83922 -2.64440 -1.97547 -0.148
H -1.45732 -3.65503 -1.83238 0.070
H -1.56122 -0.96737 -3.31785 0.033
C 1.43194 -0.99732 -4.19381 -0.408
C -4.41028 0.49794 0.92041 -0.078
C -4.54955 2.76760 2.01754 -0.381
H -2.80044 0.70096 -3.35482 0.014
H 1.48519 3.52901 -0.43543 0.103
C 2.94294 -3.96734 0.71604 -0.080
H -5.32436 6.07442 -0.04830 0.013
H 1.73610 -2.62962 3.65960 0.066
As -1.42823 -0.21427 2.20546 1.076
H -3.91855 5.46607 0.82394 0.017
H -0.51388 2.20000 -2.88342 0.024
H -2.06214 3.02350 0.63804 0.070
C 5.99236 1.40196 -1.10230 -0.050
C 1.36207 -3.20998 -2.37962 -0.424
C -0.95857 2.58887 -1.96655 -0.305
C -2.67004 1.28068 2.54211 -0.346
H -0.27422 2.94753 1.98197 0.043
C -2.35045 -1.71905 3.02826 -0.274
H -1.65958 3.38498 -2.21845 0.037
H -2.89335 -2.72023 -2.24382 0.077
C -3.26303 1.00224 -2.41729 -0.299
C 2.58439 1.72871 2.18698 -0.045
Y 1.02987 -0.43042 0.10034 1.026
H -5.11285 2.28386 2.82055 0.062
H 0.90133 -3.57608 -1.46172 0.041
C -6.41835 2.84923 -0.52276 -0.351
H 0.64397 4.42875 1.75399 0.095
H -3.27164 1.00192 3.41190 0.087
C 2.49371 -2.97905 2.95275 -0.078
As -5.90580 3.87978 1.07093 1.143
C -1.06983 -1.90832 -3.06832 -0.417
H 0.50761 -0.55691 3.82207 0.013
H -2.04738 2.12370 2.84935 0.062
H 0.91315 -0.10034 -4.54353 0.078
H -4.32655 4.81154 -0.77742 0.006
C 3.86196 1.17360 0.19453 -0.232
C -3.61122 1.71106 1.39700 -0.673
C 1.06072 -2.30821 1.00404 -0.333
H -2.78370 -1.39087 3.97187 0.037
H 6.75682 0.86484 -1.66322 0.087
H 3.05081 -3.78790 3.43623 0.085
H -0.86163 0.20478 4.66772 0.042
H -1.76101 -2.13575 -1.01193 0.032
H -7.00002 1.97306 -0.24088 0.019
H 5.53692 2.13300 -1.77009 0.074
H 3.58998 -3.15175 0.37835 0.057
H 0.17270 -4.30160 -3.85147 0.064
H 2.43135 1.59182 3.24996 0.119
H -5.10311 0.75497 0.12157 0.055
C 1.20997 -4.19460 -3.53313 -0.126
C 0.69690 3.41508 2.15105 -0.034
H 0.32507 -4.91111 1.09915 0.075
H -5.57254 2.54679 -1.13937 -0.010
H 0.31468 -2.01445 1.78047 -0.078
H 3.10839 0.05709 -3.29698 0.043
H -1.04929 -2.49330 -3.99064 0.081
H 1.46818 -5.50446 2.31490 0.082
H 4.96955 -1.34690 0.76598 0.059
H 4.49619 -0.10214 -1.37383 0.120
H 6.20636 -0.14588 1.15910 0.092
As -1.88537 1.13596 -1.02279 1.076
H -3.74823 -0.29123 0.54319 0.046
C 0.90942 -4.62809 1.97707 -0.074
H 3.46748 -1.61661 -3.73295 0.068
C 3.61245 1.03021 1.55776 -0.034
C 5.66353 -0.62089 0.33922 -0.067
H 6.48478 1.94572 -0.29400 0.094
C 2.92456 -0.72223 -4.04225 -0.151
H -1.62246 -2.50909 3.20648 0.018
C -4.73651 5.18230 0.16166 -0.348
H -0.16949 2.99920 -1.34510 -0.022
H -7.06149 3.50166 -1.11354 0.022
H -3.13108 -2.10611 2.37623 0.026
H 3.57407 -4.70281 1.22109 0.086
C -2.81741 2.33794 0.24190 -0.346
C 1.79279 2.63273 1.48453 -0.284
H 3.35630 -0.38612 -4.98428 0.079
C 1.84059 -3.45174 1.64569 -0.718



2.
20
Properties=species:S:1:pos:R:3:lowdin_charge:R:1 method="wB97M-V/def2-TZVPD" total_charge=+1 orbital_gap_ev=8.2 lumo_ev=-4.004 relative_energy_kcal_mol=75.3 homo_energy_ev=-12.2
H -1.66256 1.64188 -0.36491 0.128
F 2.73109 1.31974 0.32148 0.061
C -0.15897 -1.91608 0.33918 -0.092
H -2.72505 1.04237 0.67967 0.172
N -1.79133 1.45438 0.59676 0.207
H 2.78419 -0.83686 1.44075 0.143
H -1.88134 -1.04556 -0.43780 0.172
C -0.80464 0.35726 0.84254 -0.110
C 1.99272 -0.76222 0.70065 -0.031
H -0.07760 0.53968 1.71037 0.178
H -0.58292 -2.79023 0.09032 0.079
H 2.04928 1.12465 -2.00207 0.128
H 1.59007 -2.82235 0.47387 0.091
C 1.16387 -1.91247 0.54375 -0.024
C -1.03687 -0.83397 0.31960 -0.095
H -1.75572 2.37226 1.09793 0.202
H 0.96946 -0.17446 -1.91509 0.068
C 1.31500 0.60383 -1.33932 -0.002
H 0.39696 1.25351 -1.20410 0.092
C 1.92715 0.30694 -0.07301 -0.366



3.
40
Properties=species:S:1:pos:R:3:lowdin_charge:R:1 method="wB97M-V/def2-TZVPD" spin_multiplicity=2 total_charge=+1 orbital_gap_ev="6.6 / 5.9" s_squared=0.768 lumo_ev="-3.905 / -4.058" homo_energy_ev="-10.6 / -10.0"
H -2.65342 0.56512 2.24859 0.064
C 2.59833 0.56162 0.29530 -0.307
C -3.60157 0.55088 1.72932 -0.450
C -4.00895 -2.04741 0.17089 -0.432
C -4.23145 1.95202 1.61938 -0.165
H -0.94729 -1.67371 -0.65274 -0.051
Si -1.47709 -0.25529 -0.74897 0.182
H 3.89440 -1.57233 1.97579 0.103
H -4.26692 -0.07650 2.30966 0.068
Si 1.14497 0.81856 -0.84714 0.125
H 5.15307 -1.69051 0.78902 0.103
Ti -1.38885 -2.12971 -2.55512 0.374
H 2.69664 -1.53933 0.04702 0.078
H 0.12486 3.07709 -2.53952 -0.028
C 3.40828 -0.72209 0.06623 -0.309
H -3.46319 -2.53100 0.97095 0.080
P -3.51439 -0.24650 0.06254 0.842
C 4.40579 -1.01952 1.19779 -0.247
C 5.12430 0.20219 1.79146 -0.096
H -2.59659 -3.15024 -1.04355 0.022
H -3.74989 2.66665 2.27263 0.069
H 5.16207 1.00630 1.07002 0.063
H 3.21951 1.44814 0.22758 0.068
H -4.23749 -3.65904 -1.24569 0.087
H 2.21644 0.52866 1.31270 0.094
H -5.07514 -2.08247 0.32702 0.077
P 1.37879 2.74537 -1.97706 0.558
H 6.14968 -0.05871 2.01216 0.072
H 3.94516 -0.65906 -0.87281 0.095
H 1.74885 3.76721 -1.08100 -0.014
H 3.28441 3.00406 -2.99339 -0.034
H -3.78950 -2.13102 -1.99933 0.059
N 2.47923 2.39138 -3.06344 -0.381
C -3.63133 -2.77241 -1.12415 -0.227
I 1.28426 -0.87352 -2.71808 0.729
O -0.32751 0.70444 -0.03178 -0.423
H -4.22356 2.30432 0.59784 0.043
H -5.27152 1.89541 1.91169 0.069
H -1.58336 0.15906 -2.19686 -0.032
H 4.61993 0.54190 2.68503 0.073



4.
52
Properties=species:S:1:pos:R:3:lowdin_charge:R:1 method="wB97M-V/def2-TZVPD" total_charge=-2 orbital_gap_ev=4.6 lumo_ev=4.180 relative_energy_kcal_mol=63.3 homo_energy_ev=-0.4
C 0.14923 0.19823 2.40179 -0.080
C 2.64923 -0.28677 -1.93121 -0.107
H 4.83223 -1.26477 -3.04021 0.072
H 1.05423 -2.91677 -0.89921 0.027
C 3.29623 0.11223 -3.22221 -0.735
H -1.12077 -1.68777 0.54479 -0.013
H -0.90077 -2.62577 2.21079 -0.027
H -1.25277 2.59523 4.05279 0.020
H 2.25223 0.63323 -1.45721 0.049
H -1.47577 1.80923 -0.51521 -0.030
H 4.47323 -0.74277 -4.70821 0.038
C 0.92723 1.67423 0.54779 -0.047
H -2.27377 2.53723 2.57079 -0.057
H 1.86523 -1.05977 -2.11521 0.080
H -0.40577 -2.98677 0.22879 0.012
H -0.14377 -0.88477 2.60979 0.078
H 0.92423 2.35323 1.42079 0.066
O -1.29777 -2.59577 0.27179 -0.060
H -0.81177 -1.47377 -2.11721 0.042
H 3.27123 -0.82977 -1.23221 0.051
O -1.04077 0.36123 0.47479 -0.314
H -2.02977 -0.52777 1.88079 -0.074
H 1.98123 1.72323 0.13779 0.085
H 3.90523 0.90723 -2.93221 0.083
H -0.81677 -0.34677 -1.05221 -0.054
O -1.97177 3.19723 4.08079 -0.017
H -0.57077 0.87223 2.91679 0.062
O -0.97577 -0.49977 -1.97821 -0.081
H 0.76523 -0.40477 0.43579 0.113
H -3.01777 -0.29577 3.04379 0.050
H -3.65877 -0.77777 0.46779 -0.001
C 4.05923 -1.00877 -3.79121 -0.106
H -2.69777 2.66523 4.38779 0.051
O 1.53923 -3.13077 -0.11121 -0.022
O -3.99877 -0.53377 -0.40921 -0.047
O -2.57377 2.36623 1.67279 -0.063
H -1.48077 -3.43777 3.43679 0.049
O -1.93677 1.89123 -1.36221 -0.097
H 0.60123 2.76123 -2.42821 0.024
O -0.74677 -3.40677 2.76979 -0.106
H 0.31123 2.20523 -0.12021 0.035
O -2.73277 -0.89277 2.34179 -0.033
H 3.36023 -1.77577 -3.94921 0.054
H -1.98277 1.64423 1.46879 -0.031
O 2.32023 0.59823 -4.04721 -0.298
C 0.22523 0.39123 0.96479 -0.633
H 1.18023 0.38123 2.87179 0.101
H 1.17823 1.33723 -2.89021 -0.046
H 1.91023 -2.30677 0.07279 -0.013
O 0.40023 1.83823 -2.64321 -0.099
H -2.67677 2.53023 -1.19121 0.046
H -4.83977 -0.88277 -0.14121 0.000



5.
60
Properties=species:S:1:pos:R:3:lowdin_charge:R:1 method="wB97M-V/def2-TZVPD" spin_multiplicity=2 total_charge=+2 orbital_gap_ev="9.5 / 7.2" s_squared=0.755 lumo_ev="-5.229 / -7.408" relative_energy_kcal_mol=0.0 homo_energy_ev="-14.8 / -14.6"
H 0.79226 4.68270 -1.55415 0.143
C -2.33653 1.20432 1.93220 -0.156
C -0.93897 -1.60741 -3.10468 -0.214
H -1.92801 -3.75097 1.39193 0.106
H 1.36825 -2.15075 2.66903 0.048
N -0.62851 2.47023 1.54661 -0.007
H 0.48181 -3.64694 2.34842 0.070
H -3.42643 -0.23278 -0.57069 0.033
C -1.43661 3.14300 2.37566 -0.024
H 4.05736 -0.22169 -3.23383 0.137
C 0.38778 3.69788 -1.72364 -0.029
H 3.41961 3.34574 1.62684 0.140
H 1.35512 -2.83171 1.03986 0.016
H 3.54369 -2.63245 -2.59639 0.178
H -2.99469 0.35994 1.81382 0.100
H -2.92836 -2.38976 0.90930 0.092
H 2.17521 1.26434 -1.90475 0.110
H 0.86544 4.12456 1.05744 0.130
N 1.81364 2.07095 1.17230 -0.022
H -1.29725 -2.41407 3.75423 0.070
B 0.62844 2.98628 0.80075 -0.470
C 3.06565 2.32974 1.56550 -0.033
N 0.30851 2.82580 -0.71800 -0.014
H 2.80230 -0.90267 1.69482 0.093
C -0.13631 3.11383 -2.86796 -0.010
H -3.14678 0.09305 -2.27622 0.055
H -1.80993 -2.02748 -3.60957 0.072
C 2.72353 0.16501 1.59360 -0.133
H -0.25210 3.55945 -3.84007 0.116
C -1.56026 -2.98283 -0.64327 -0.370
H -2.29031 -3.55061 -1.22253 0.106
H -0.11635 -2.31494 -3.18880 0.048
C -1.35728 -1.43356 3.27786 -0.214
C -1.92579 -2.81887 0.82469 -0.368
H -1.01794 1.08177 -3.02637 0.079
C -0.53724 1.85511 -2.45681 -0.131
H -1.16877 4.13728 2.69304 0.141
Ru -0.05336 -0.01296 0.05188 0.981
H -3.39265 2.62246 3.26768 0.116
C -2.54660 2.36849 2.65461 -0.009
C 0.75801 -2.67479 1.93523 -0.230
C 1.95005 -1.89001 -1.46273 -0.188
C 2.30964 0.19611 -1.92967 -0.093
N 3.01013 -1.83738 -2.27972 0.108
H -0.74749 -0.72232 3.83389 0.071
H 4.69814 0.97673 2.19325 0.113
N 1.49461 -0.67065 -1.22295 -0.105
C 3.25233 -0.52353 -2.58763 -0.027
N -1.17197 1.25440 1.28003 -0.120
P -0.72709 -1.66746 1.59607 0.794
N 1.57945 0.74106 1.20850 -0.078
H -2.38983 -1.10243 3.29826 0.045
P -1.39956 -1.30487 -1.37392 0.775
H 1.56655 -2.81005 -1.05704 0.118
H -0.64683 -0.68833 -3.60628 0.035
H -0.60648 -3.51112 -0.73010 0.077
C 3.69335 1.12898 1.84134 -0.019
N -0.26846 1.67718 -1.15387 -0.104
C -3.10821 -0.68216 -1.50977 -0.214
H -3.80790 -1.46886 -1.79725 0.067



6.
21
Properties=species:S:1:pos:R:3:lowdin_charge:R:1 method="wB97M-V/def2-TZVPD" orbital_gap_ev="7.1 / 6.7" lumo_ev="-1.943 / -2.195" relative_energy_kcal_mol=216.5 homo_energy_ev="-9.0 / -8.9"
O -2.19274 3.75569 -1.46094 0.075
O 0.18669 -2.01847 -1.70291 0.018
H 2.24282 1.06964 -0.39758 0.086
C 1.90664 0.51072 0.48466 -0.050
H -0.96263 0.76522 1.52191 0.128
H -0.23527 -2.18525 0.91441 0.154
O -1.53719 0.34832 -0.87818 -0.059
C 0.10735 -1.16721 1.21598 -0.453
O -2.11212 -0.41553 0.25065 -0.099
H -1.78708 -0.67830 2.21345 0.140
C 0.99922 -1.08243 -1.18936 -0.176
H 1.64994 -0.59052 -1.91165 0.139
C 0.99276 -0.58948 0.07096 -0.207
H -1.14262 -0.39584 -1.41443 0.096
H 1.38608 1.19675 1.16677 0.088
H -0.11195 -2.64971 -1.02817 0.113
H 2.77869 0.09242 1.01213 0.094
O -0.19513 2.78352 -1.19113 0.065
O 0.68784 -1.26590 2.31167 0.134
C -1.24723 -0.28183 1.33052 -0.141
N -1.41406 2.79818 -1.31874 -0.144